1.
# C12H29F3NO7V

A molecular structure, C12H29F3NO7V at a distorted geometry (the ωB97M-V functional and the def2-TZVPD basis, OMol25).

Its relative energy (zero: lowest compared OMol25 entry of this formula, charge and spin) is 0.000 eV. Its multiplicity is 4. As for the frontier orbital gap (spin up / spin down): 7.5 / 7.9 eV. As for the HOMO energy (spin up / spin down): -10.55 / -10.98 eV. As for the total charge: +1.

Structure (XYZ):
```
53
C12H29F3NO7V, DFT the ωB97M-V functional and the def2-TZVPD basis
V 18.7073 10.6883 -7.7120
C 16.8916 12.4103 -5.2279
O 17.6423 11.7563 -4.2150
O 17.2586 11.8686 -6.4689
C 15.3503 12.4490 -4.7827
F 14.8334 11.3209 -4.4242
F 15.1097 13.2203 -3.6704
F 14.5812 13.0172 -5.7445
C 18.6500 12.5551 -3.4721
C 19.5264 11.5703 -2.7465
H 20.1763 12.0731 -2.0303
H 18.8846 10.9327 -2.1385
H 20.1705 10.9160 -3.3340
H 18.1484 13.1998 -2.7504
H 19.2644 13.1209 -4.1725
H 17.1715 13.4634 -5.2548
C 20.6619 9.4069 -5.7779
C 19.2284 8.8613 -5.5238
O 18.4951 8.7756 -6.7222
O 20.4084 10.7258 -6.3917
H 21.1746 8.7105 -6.4415
H 21.2059 9.4902 -4.8371
H 18.7493 9.6031 -4.8848
H 19.0408 7.8965 -5.0525
H 18.0033 7.9531 -6.6662
H 20.8492 11.3150 -5.7751
C 20.8110 10.7966 -10.0562
C 20.9312 12.1368 -9.3722
O 19.6516 12.4705 -8.7413
O 20.1283 9.9086 -9.1955
H 21.8033 10.3607 -10.1726
H 20.2945 10.8323 -11.0154
H 21.2424 12.8684 -10.1178
H 21.7436 12.1724 -8.6463
H 19.6372 13.4250 -8.8429
H 20.4046 9.0102 -9.3906
C 16.1936 9.9089 -11.2068
C 16.9311 10.8514 -10.2657
C 16.0753 12.1202 -9.9473
O 16.0103 12.8674 -11.1308
C 17.1443 13.7031 -11.4695
N 17.2078 10.0299 -9.1205
H 16.0890 10.2921 -12.2219
H 15.2130 9.5645 -10.8784
H 16.8583 9.0642 -11.3877
H 17.8625 11.1518 -10.7456
H 16.5811 12.7014 -9.1763
H 15.1043 11.9000 -9.5038
H 17.6023 14.1716 -10.5985
H 16.7881 14.5203 -12.0968
H 17.9483 13.2863 -12.0761
H 17.5503 9.1883 -9.5614
H 16.2862 9.7407 -8.8254
```

Atom charges from the Löwdin analysis, given in e for atoms 1 to 6: number 1, V, carries 0.898; number 2, C, carries -0.392; number 3, O, carries -0.122; number 4, O, carries -0.266; number 5, C, carries -0.548; number 6, F, carries 0.184



2.
# C25H48BNP2Yb

A molecular structure, C25H48BNP2Yb at a distorted geometry (the ωB97M-V functional and the def2-TZVPD basis, OMol25).

Its multiplicity is 2. As for the frontier orbital gap (spin up / spin down): 7.9 / 6.9 eV. As for the HOMO energy (spin up / spin down): -10.85 / -10.85 eV. As for the total charge: +1.

Structure (XYZ):
```
78
C25H48BNP2Yb, DFT the ωB97M-V functional and the def2-TZVPD basis
Yb 0.2958 -0.1945 0.1815
C 2.8875 -0.5579 0.1455
C 2.6099 0.7547 0.6142
C 1.9563 -0.7352 2.2415
C 2.5277 -1.4743 1.1669
C 2.0085 0.6464 1.8995
C 3.4919 -0.9121 -1.1591
H 3.2484 -0.1705 -1.9319
H 3.1243 -1.8848 -1.5149
H 4.5925 -0.9776 -1.1099
C 2.8327 -2.9252 1.1558
H 3.2446 -3.2189 0.1870
H 1.9497 -3.5434 1.3557
H 3.5759 -3.1612 1.9359
C 1.4692 -1.2762 3.5290
H 2.2277 -1.1375 4.3160
H 1.2589 -2.3541 3.4627
H 0.5570 -0.7661 3.8786
C 1.5097 1.7704 2.7278
H 2.3032 2.1955 3.3591
H 0.7056 1.4444 3.3960
H 1.1216 2.5855 2.1009
C 2.8897 1.9906 -0.1357
H 3.9539 2.2763 -0.1304
H 2.3111 2.8287 0.2633
H 2.5961 1.8753 -1.1869
C -1.0895 1.5712 -2.0124
C 0.2223 1.7511 -2.2340
C 0.7875 3.0722 -2.6845
C 0.8626 4.2476 -1.6686
C 0.2297 4.0444 -0.3233
C -1.0852 3.8568 -0.1594
C -2.0571 3.9018 -1.2970
C -2.0912 2.6709 -2.2413
H 0.2282 3.4485 -3.5598
H 0.4401 5.1343 -2.1725
H 1.8171 2.8950 -3.0354
H -1.9947 3.0664 -3.2690
H -1.5205 0.5832 -1.7903
H 0.9246 0.9014 -2.2638
H -3.0987 2.2338 -2.1699
H -3.0666 4.0122 -0.8693
H -1.5296 3.7595 0.8338
H -1.8946 4.7960 -1.9211
H 1.9273 4.4760 -1.4992
H 0.8938 4.1968 0.5343
P -0.2262 -2.2789 -2.0876
C 0.4691 -3.9803 -2.0160
H 0.0993 -4.5575 -2.8787
H 0.1648 -4.4699 -1.0794
H 1.5669 -3.9362 -2.0457
C -1.9895 -2.7683 -2.2577
H -2.0776 -3.6380 -2.9277
H -2.5747 -1.9304 -2.6587
H -2.3812 -3.0268 -1.2642
C 0.1305 -1.8869 -3.8421
H -0.4657 -1.0140 -4.1467
H -0.1029 -2.7483 -4.4890
H 1.1948 -1.6283 -3.9423
P -2.3966 0.1748 1.6509
C -2.3430 1.5527 2.8725
H -3.3613 1.9203 3.0655
H -1.7290 2.3696 2.4688
H -1.8923 1.1964 3.8069
C -3.8855 0.7202 0.7192
H -3.7471 1.7451 0.3465
H -4.7605 0.6745 1.3819
H -4.0408 0.0496 -0.1338
C -3.1931 -1.1110 2.7018
H -4.0648 -0.6897 3.2229
H -2.4661 -1.4877 3.4343
H -3.5059 -1.9522 2.0691
B -0.4111 -4.6366 2.0676
C -0.5298 -3.2491 1.4063
N -0.5630 -2.1892 0.8893
H -1.5167 -5.0250 2.3719
H 0.2870 -4.5050 3.0726
H 0.1572 -5.3911 1.2766
```

Atom charges from the Löwdin analysis, given in e for atoms 1 to 6: number 1, Yb, carries 1.543; number 2, C, carries -0.326; number 3, C, carries -0.341; number 4, C, carries -0.296; number 5, C, carries -0.277; number 6, C, carries -0.327



3.
# C28H73F2N10O16S2

11 unconnected molecules or ions with the total composition C28H73F2N10O16S2 at a distorted geometry (the ωB97M-V functional and the def2-TZVPD basis, OMol25).

Its relative energy (zero: lowest compared OMol25 entry of this formula, charge and spin) is 5.610 eV. As for the frontier orbital gap: 5.3 eV. As for the HOMO energy: -21.42 eV. As for the total charge: +7.

Structure (XYZ):
```
131
C28H73F2N10O16S2, DFT the ωB97M-V functional and the def2-TZVPD basis
N -1.1690 -1.1917 -0.4832
S 0.1351 -0.6166 -0.9046
O 1.2417 -0.6263 0.0639
O 0.1004 0.4251 -1.9396
F 0.5340 -1.9454 -1.8673
S -1.4122 0.1318 0.5919
O -1.4703 1.4775 0.0174
O -0.7876 0.1290 1.9687
F -2.9241 -0.2771 0.9705
C -5.5868 -1.9938 -1.8937
C -4.5000 -0.9343 -1.9437
O -4.6576 0.2294 -1.5902
N -3.1377 -1.4110 -2.3423
H -2.4875 -1.2464 -1.5871
H -3.2154 -2.4178 -2.3609
C -2.7149 -1.1045 -3.7590
H -5.6888 -2.6128 -2.7851
H -6.5597 -1.5023 -1.8938
H -5.4657 -2.5793 -0.9823
H -2.5150 -0.0341 -3.8063
H -3.3430 -1.4723 -4.5704
H -1.7484 -1.5833 -3.9160
C 1.6028 3.2559 -3.5130
C 1.2577 3.2227 -4.9880
O 2.0449 3.3908 -5.9006
N -0.2465 2.9766 -5.2146
H -0.3741 2.0687 -5.6382
H -0.7929 2.9607 -4.3654
C -0.7715 4.0196 -6.2541
H 1.4780 2.3015 -3.0016
H 0.8878 3.8361 -2.9296
H 2.5664 3.6942 -3.2531
H -0.2975 4.1963 -7.2196
H -0.8284 4.9909 -5.7626
H -1.8560 4.0568 -6.3569
C -0.5979 -3.5627 3.4815
C -1.7200 -3.1579 2.4894
O -2.7339 -2.5421 2.7862
N -1.3813 -3.5199 1.0331
H -1.4161 -2.6948 0.4517
H -0.4236 -3.8405 1.0237
C -2.2611 -4.6838 0.5339
H -0.9731 -3.6948 4.4963
H 0.2498 -2.8911 3.6172
H -0.2084 -4.5453 3.2154
H -1.9564 -4.9569 -0.4764
H -3.3108 -4.4094 0.4290
H -2.1169 -5.5876 1.1259
C 6.1788 -3.1469 3.6144
C 4.7056 -3.4075 3.3968
O 4.1606 -4.1847 4.1438
N 3.9930 -2.6988 2.2739
H 4.4972 -2.9885 1.4481
H 3.0739 -3.1143 2.2215
C 3.8837 -1.2357 2.5727
H 6.7074 -2.4557 2.9580
H 6.6502 -4.1208 3.4826
H 6.4911 -2.7919 4.5965
H 2.9908 -0.9751 2.0043
H 4.6807 -0.5452 2.2969
H 3.7291 -0.9253 3.6061
C 2.3829 2.1984 1.8381
C 2.2242 2.7532 0.4602
O 2.2666 2.1158 -0.5726
N 1.7251 4.1993 0.4610
H 1.9627 4.6023 1.3561
H 2.3597 4.5854 -0.2233
C 0.1942 4.2070 0.2315
H 1.4260 2.0171 2.3276
H 3.0324 2.9166 2.3385
H 3.0105 1.3095 1.7743
H -0.0944 4.0066 -0.8003
H -0.0155 5.2032 0.6209
H -0.1995 3.5098 0.9711
C 3.0741 -0.2804 -3.2971
C 4.1143 0.7614 -3.6144
O 4.2780 1.2795 -4.6790
N 5.0384 1.1981 -2.4163
H 4.9551 2.1570 -2.1103
H 4.7442 0.6671 -1.6091
C 6.5425 0.9632 -2.6732
H 2.3324 -0.4338 -4.0808
H 2.5232 -0.0672 -2.3810
H 3.4925 -1.2696 -3.1114
H 7.0306 1.4364 -1.8212
H 6.9438 1.5269 -3.5154
H 6.8037 -0.0939 -2.7224
C 0.1199 -5.1924 -2.7189
C 1.3573 -5.9911 -3.0737
O 1.3933 -7.2049 -2.9601
N 2.6684 -5.2339 -3.3886
H 3.0781 -5.7655 -4.1434
H 2.4984 -4.3626 -3.8703
C 3.5983 -5.1587 -2.1886
H -0.7520 -5.7803 -2.4320
H -0.1511 -4.6757 -3.6396
H 0.3116 -4.4943 -1.9040
H 4.5346 -4.6675 -2.4536
H 3.7377 -6.1306 -1.7152
H 3.2594 -4.2830 -1.6350
C -3.3869 2.3578 7.0115
C -2.3816 1.6461 6.1895
O -1.6416 2.2078 5.4238
N -2.5987 0.1116 6.1947
H -2.6580 -0.1574 7.1664
H -3.5539 -0.0076 5.8891
C -1.5411 -0.6468 5.3417
H -4.3037 2.0117 6.5341
H -3.4515 3.4161 6.7586
H -3.4844 2.1071 8.0678
H -0.5063 -0.4362 5.6118
H -1.6865 -0.3302 4.3089
H -1.6972 -1.7238 5.4021
C -4.2843 1.8431 3.2058
C -3.6191 3.0911 2.5544
O -2.4709 3.1640 2.1505
N -4.5106 4.3056 2.1033
H -5.0095 4.0906 1.2519
H -5.3244 4.3712 2.6978
C -3.7436 5.5965 1.9295
H -4.9070 1.3606 2.4526
H -4.8863 2.0582 4.0887
H -3.4840 1.1487 3.4615
H -4.5224 6.3019 1.6396
H -3.0701 5.4784 1.0807
H -3.3329 5.9427 2.8779
O -3.0210 3.6896 -1.5211
C -2.1691 3.5659 -2.5528
O -1.6678 4.5768 -3.0876
O -1.9674 2.4230 -3.0130
H -3.1100 2.7699 -1.2605
```

Atom charges from the Löwdin analysis, given in e for atoms 1 to 6: number 1, N, carries -0.301; number 2, S, carries 0.455; number 3, O, carries -0.295; number 4, O, carries -0.247; number 5, F, carries -0.249; number 6, S, carries 0.645



4.
# C8H14O

C8H14O in the gas phase at a distorted geometry (the ωB97M-V functional and the def2-TZVPD basis, OMol25).

Its relative energy (zero: lowest compared OMol25 entry of this formula, charge and spin) is 1.434 eV. As for the frontier orbital gap: 10.2 eV. As for the HOMO energy: -9.14 eV. The SMILES is C=C(C)[C@H](/C=C/C)OC. As for the total charge: 0.

Structure (XYZ):
```
23
C8H14O, DFT the ωB97M-V functional and the def2-TZVPD basis
C 0.3659 -2.7824 0.1908
C 0.2391 -1.5949 -0.3873
C 0.5066 -1.3709 -1.8440
C -0.0761 -0.3823 0.4333
C -1.1258 0.5151 -0.0942
C -1.2476 1.7727 0.3343
C -2.1554 2.7885 -0.2630
O 1.1601 0.5645 0.5888
C 2.2056 0.1342 1.4083
H 0.1641 -2.9305 1.2399
H 0.6041 -3.6685 -0.3765
H -0.3513 -0.8720 -2.3322
H 1.3847 -0.7035 -1.9506
H 0.7094 -2.3240 -2.3566
H -0.3123 -0.6745 1.4683
H -1.6948 0.1652 -0.9335
H -0.7013 2.0975 1.2154
H -2.9154 3.0899 0.4604
H -1.5999 3.6872 -0.5262
H -2.6477 2.4016 -1.1515
H 2.6546 -0.8056 1.0477
H 1.8630 -0.0227 2.4392
H 2.9705 0.9153 1.3891
```

Atom charges from the Löwdin analysis, given in e for atoms 1 to 6: number 1, C, carries 0.065; number 2, C, carries -0.339; number 3, C, carries -0.049; number 4, C, carries -0.250; number 5, C, carries -0.070; number 6, C, carries -0.139



5.
# C18H12F3MoN3S

A molecular structure, C18H12F3MoN3S at a distorted geometry (the ωB97M-V functional and the def2-TZVPD basis, OMol25).

As for the frontier orbital gap (spin up / spin down): 5.5 / 5.3 eV. As for the HOMO energy (spin up / spin down): -15.36 / -15.26 eV. As for the total charge: +2.

Structure (XYZ):
```
38
C18H12F3MoN3S, DFT the ωB97M-V functional and the def2-TZVPD basis
Mo 0.0701 -0.1620 0.0477
C -3.9622 3.4953 1.7901
C -3.0501 3.4881 0.7358
C -2.1855 2.4276 0.5848
C -2.2215 1.3518 1.4929
C -3.1463 1.3669 2.5558
C -4.0039 2.4342 2.6929
N -1.3375 0.3110 1.3036
N -1.3872 -0.6687 2.1497
C -0.5464 -1.7261 2.0243
C -0.7107 -2.7199 3.0149
C 0.0671 -3.8539 3.0247
C 1.0408 -4.0398 2.0439
C 1.2222 -3.0760 1.0576
C 0.4691 -1.9150 0.9975
H -4.6394 4.3270 1.9075
H -3.0199 4.3121 0.0373
H -1.4751 2.4199 -0.2347
H -3.1672 0.5372 3.2480
H -4.7141 2.4492 3.5063
H -1.4720 -2.5506 3.7627
H -0.0757 -4.6008 3.7918
H 1.6512 -4.9296 2.0513
H 1.9861 -3.2507 0.3112
F 1.8403 1.7771 -5.4360
C 2.1571 2.0797 -4.1807
F 1.1950 2.8714 -3.7002
F 3.2873 2.7797 -4.1908
C 2.3309 0.8103 -3.3608
C 3.3013 -0.1155 -3.7433
C 3.4462 -1.2669 -2.9848
C 2.6350 -1.4742 -1.8753
N 1.7002 -0.5958 -1.4964
C 1.5668 0.5220 -2.2409
S 0.2925 1.4942 -1.5427
H 3.9218 0.0634 -4.6084
H 4.1879 -2.0013 -3.2554
H 2.7455 -2.3712 -1.2818
```

Atom charges from the Löwdin analysis, given in e for atoms 1 to 6: number 1, Mo, carries 1.480; number 2, C, carries -0.001; number 3, C, carries -0.028; number 4, C, carries -0.029; number 5, C, carries -0.251; number 6, C, carries 0.018